1.
# C15H37BrIN3O7P2

A structure of composition C15H37BrIN3O7P2 at a distorted geometry (the ωB97M-V functional and the def2-TZVPD basis, the Open Molecules 2025 dataset).

The geometry in XYZ format:
```
66
Properties=species:S:1:pos:R:3:forces:R:3:mulliken_charge:R:1
C 5.42914 -1.41899 2.33163 0.1624 -0.5041 -0.1800 -0.533
H -2.20041 -4.72298 -1.34596 -1.0863 2.0290 -0.8147 0.202
H -5.40809 3.26377 -3.01930 0.0951 0.1554 0.2377 0.109
H 2.39869 -0.87477 7.15294 0.1374 0.0682 -0.0352 0.240
C 3.21433 -0.95453 3.11924 -0.1570 -0.3173 -0.2319 -0.673
H -4.84241 1.89887 -4.40829 0.1272 0.1857 -0.1532 0.248
H 5.58864 -0.33775 2.40458 -0.1359 0.0093 0.1595 0.323
C -2.79470 -3.76832 -1.73193 0.7440 -0.9182 2.1172 -0.720
C -3.99102 4.63767 -2.50264 -0.6515 0.0774 -0.3944 -0.200
O 1.24880 -1.40615 -0.76135 -1.8875 -3.7568 0.5295 -0.439
H -3.74450 5.23896 -1.61988 -0.0439 -0.0862 -0.0488 0.386
C -4.64076 2.63655 -1.24370 -0.2071 -0.1517 -0.3887 -1.030
H -6.47207 4.18786 -4.71332 -0.1894 0.0986 0.0186 0.318
N 0.44280 -4.04282 -1.67958 -0.3427 -0.0868 -0.8866 -0.280
H 2.22537 -0.87452 2.65916 0.1205 -0.0320 -0.0654 0.253
O -4.10905 0.78997 -2.82424 0.4194 0.4443 0.1673 -0.405
H -3.05820 1.95804 -4.21735 -0.0944 0.0708 0.0713 0.351
H -5.54638 2.08377 -0.96731 0.1812 -0.0363 0.0080 0.395
I 1.07509 -5.89138 -0.90081 -1.9098 -1.5181 -0.9077 0.107
H -1.39535 -0.87428 -1.67709 0.4942 -0.7647 -2.4013 -0.017
H 3.75588 -1.10414 8.27444 -0.0034 -0.1078 0.0015 0.344
H -6.24288 5.77177 -5.52220 -0.0942 -0.0363 0.0364 0.346
C -4.41910 5.57093 -3.64590 0.6416 -0.3396 0.1717 -0.792
H 3.60502 0.05599 3.27238 0.0537 -0.0974 0.0600 0.305
H -3.64267 6.33038 -3.78790 -0.0501 -0.0279 0.0508 0.386
P 1.83410 -2.95426 -1.30814 1.0788 2.1211 -0.6172 0.286
H 7.26518 -2.06521 3.28290 -0.0888 0.0922 0.0340 0.412
C -1.29092 -1.18247 -2.82504 0.6640 1.5582 0.5287 -0.177
H 5.83325 0.17959 4.52877 0.0659 0.2891 0.0422 0.192
C 3.46528 -1.10049 7.22027 -0.0556 0.3065 -0.2375 -0.730
C -5.83111 4.76863 -5.38115 0.3489 -0.1273 -0.0856 -0.739
H 7.29182 -0.48396 5.29679 -0.0908 -0.0470 -0.0323 0.396
O 1.32152 -5.01430 -3.75379 -6.5617 4.6885 3.4093 -0.530
Br 2.82145 -3.92566 0.53335 -0.0605 1.8422 0.1127 -0.084
O -4.50480 4.83397 -4.87205 -0.4980 0.2010 0.2216 -0.343
H -2.66095 2.08902 -2.05683 -0.0752 0.0739 -0.1895 0.382
H -5.35352 6.09304 -3.40765 0.0089 -0.2380 -0.0539 0.403
H 5.98632 0.72651 6.94976 0.0191 -0.0684 -0.0172 0.386
P -1.96934 -2.92050 -3.23045 -2.6294 0.5636 -1.8100 0.277
H -2.77452 -2.99739 -0.82868 -0.2147 -1.5964 -1.8392 0.211
H 5.98876 -3.27378 3.26041 0.0260 0.1361 -0.1092 0.335
C 5.59697 -0.24114 6.61534 0.1165 0.3933 -0.6326 -0.793
H -3.89935 -4.14937 -1.92767 2.4188 1.2042 0.0141 0.306
H -4.25868 3.09200 -0.32257 0.0567 0.0117 -0.1242 0.430
H 4.83213 -2.04613 4.92694 0.2920 0.0549 -0.0152 0.096
H 3.63704 -2.08482 6.77787 0.0293 -0.1419 0.1561 0.312
N 5.83660 -1.92137 4.81447 0.0871 0.2788 -0.0761 -0.341
C 6.18662 -2.20706 3.41882 -0.4498 -0.0663 0.0784 -0.669
H -3.86133 0.50122 -4.83217 0.0056 0.0025 0.1243 0.342
C 6.20016 -0.56515 5.23968 -0.4304 -0.4181 0.4886 -0.230
O 4.03683 -1.73215 2.25969 0.5164 0.6483 0.3641 -0.229
C 0.31674 -4.30978 -3.16267 5.5181 -4.1083 -4.8054 0.585
H 5.88270 -0.98978 7.36393 -0.1618 -0.0467 -0.1767 0.397
C -3.95203 1.33325 -4.12817 -0.2367 -0.3407 -0.0397 -0.761
H 5.85013 -1.71893 1.36444 -0.0859 -0.0147 0.0779 0.352
C -3.60977 1.62038 -1.77406 -0.3609 -0.2050 0.3840 -0.265
N -5.06491 3.69725 -2.16401 0.3188 0.0252 0.0136 -0.322
H 0.35957 -1.62660 -0.31140 1.7162 0.8868 -0.6820 0.313
H -5.79846 4.26524 -6.34998 0.1008 0.0606 0.1091 0.243
O -0.80681 -3.93613 -4.03456 2.8530 0.3059 5.5585 -0.306
H -0.18804 -0.98504 -3.23564 -2.3266 -0.5909 1.1284 0.336
H -3.37284 0.94061 -0.94674 -0.0623 0.0205 -0.0725 0.358
H -3.09142 4.10584 -2.82285 0.2490 0.1565 -0.0669 0.174
O 4.17537 -0.09787 6.50398 0.1715 -0.4589 0.3202 -0.342
H 3.08603 -1.46310 4.07636 -0.0206 0.2126 0.1823 0.249
H -1.99195 -0.40802 -3.40311 1.4247 -2.0234 1.2136 -0.138
```
Positions in Å, forces in eV/Å.

As for the energy: -131671.671 eV. The value obtained for the highest occupied orbital energy is -8.18 eV. The calculation puts the strongest force on any atom at 8.8 eV/Å.

2.
# C15H37ClN5O7PS

A structure of composition C15H37ClN5O7PS at a distorted geometry (the ωB97M-V functional and the def2-TZVPD basis, the Open Molecules 2025 dataset).

The geometry in XYZ format:
```
67
Properties=species:S:1:pos:R:3:forces:R:3:mulliken_charge:R:1
C -2.60858 -2.80562 -1.72373 0.0113 0.0972 -0.0398 -1.165
C 1.67349 -2.61088 0.91823 0.4071 0.0240 0.3172 -0.804
H -2.87546 -5.06698 -3.28265 -0.0194 0.0692 0.0214 0.437
H -2.00399 -1.90930 -1.57985 -0.1122 -0.0994 0.0669 -0.027
H -2.68169 4.42360 0.00455 0.0126 -0.0132 0.1290 0.211
O 2.82984 -0.57933 -0.93664 -0.0630 0.1858 0.0443 -0.338
S -0.76180 1.80463 1.01397 0.1286 1.6876 0.0553 1.181
H -1.62913 -6.04330 -2.50652 -0.0118 -0.0281 0.0311 0.375
N 6.65321 -1.62585 2.23737 -0.0239 -0.0666 -0.3442 -0.671
N -0.49727 5.61761 -1.23536 -0.2034 -0.1222 0.0491 -0.740
H -2.33285 5.27613 -2.13862 -0.0472 -0.0496 0.0325 0.383
C -2.43925 7.30991 1.48876 0.0842 -0.0571 0.0749 -0.742
O -0.72823 0.31633 0.51228 0.0358 -0.0710 -0.2948 -0.285
H -0.01225 -1.83830 1.96763 -0.1496 0.2682 0.0908 0.465
H -1.73397 8.01884 1.04646 -0.0697 0.0446 -0.0380 0.244
C 0.45363 -1.69765 0.99137 -0.0256 -0.2945 -0.5627 -0.813
H 5.78808 -3.33828 0.46303 0.0482 -0.1323 -0.0091 0.292
H 3.18222 -1.17566 1.47558 0.1347 0.0518 0.0372 -0.388
H -0.15707 6.06038 -0.38654 0.0503 0.0481 -0.0153 0.350
N 5.64117 -0.24924 0.64343 0.1605 -0.4053 -0.2837 -0.377
H -0.51424 -5.03972 -0.42910 0.0390 0.0406 -0.0102 0.270
H -0.86849 -3.82537 -2.39471 0.0188 -0.0431 -0.0235 0.304
C -4.61941 -5.34646 -1.42692 0.0109 -0.0980 0.0725 -0.639
C 2.89384 -2.19097 1.74614 -0.4048 0.0445 -0.1794 0.458
N 5.12473 -2.60773 0.67692 -0.3797 0.3127 -0.1811 -0.247
H -1.79836 7.49676 -2.78440 0.0460 -0.0123 0.0086 0.374
H -3.17267 7.65469 -1.68693 0.0023 0.0050 0.0142 0.350
H -5.31558 -6.13276 -1.13768 0.0171 -0.0179 -0.0069 0.257
H 1.13702 -0.12193 2.79387 0.0875 0.0146 0.0643 0.332
O -2.08140 2.23657 1.27798 -0.2053 -0.8830 0.5805 -0.585
H -3.14480 -2.69787 -2.66861 -0.0130 0.0008 0.0073 0.393
Cl 0.25801 -0.77932 -2.18689 0.1881 -0.0416 -0.0538 -0.234
C 1.11638 0.57967 1.96166 0.0768 -1.0591 0.7740 -0.283
C 5.85167 -1.51168 1.26063 0.1057 0.1063 0.3261 0.222
H -3.45646 7.57516 1.18367 -0.0031 0.0220 -0.0296 0.337
C -2.12394 7.35713 -1.75380 -0.0680 0.0212 -0.0915 -1.511
H 3.71447 -4.06293 1.08175 -0.0373 -0.0542 -0.0549 0.562
H 6.69513 -2.60336 2.52459 0.1218 -0.0264 0.0693 0.270
O 0.02260 2.68672 0.21235 0.2950 -0.5042 -0.4482 -0.516
O -2.12870 5.97644 1.14453 -0.0252 0.0748 0.0037 -0.305
H 2.11686 1.00257 1.90819 -0.1295 0.5543 -0.3892 0.264
C -1.71939 -4.04433 -1.74128 -0.1633 0.0539 0.0947 0.444
C -2.40013 -5.29148 -2.31858 0.1427 -0.0707 -0.1121 -0.848
P 1.48340 0.32532 -0.92020 -0.0163 0.3122 0.0554 -0.044
H -2.36787 7.39355 2.57325 -0.0028 -0.0210 0.0006 0.240
C 4.06950 -3.14070 1.54145 0.2758 -0.2511 0.2962 -1.002
C -1.93182 5.90257 -1.33574 0.0967 0.2614 0.0991 0.408
H 4.94428 0.27789 1.14863 -0.1543 0.1542 -0.1253 0.144
O 0.09549 1.52065 2.32325 -0.0882 0.1206 -0.1096 -0.396
H 2.79945 -1.27974 -1.59227 0.2178 -0.3316 -0.0332 0.285
H 6.51010 0.26383 0.64192 0.0377 0.2067 0.3481 0.312
H -4.69338 -4.53953 -0.69418 -0.0248 0.0560 -0.0602 0.238
N -1.19052 -4.28203 -0.39332 0.0430 -0.1392 -0.0739 -0.458
H 1.35605 -3.57667 1.31400 -0.1256 -0.1087 -0.1501 0.632
C -2.70028 5.51234 -0.06250 0.0268 -0.2426 -0.1841 -0.548
H 4.47971 -3.42619 2.51810 -0.0008 -0.0047 0.0986 0.259
H -3.34200 -2.83737 -0.91780 0.0012 -0.0624 0.0095 0.273
H -4.90701 -4.96831 -2.41215 0.0048 0.0360 -0.0071 0.296
O -3.32384 -5.91600 -1.45153 -0.0635 0.0481 0.0134 -0.388
H 2.60570 -2.19023 2.79759 0.0561 0.0885 0.1250 0.353
H -1.53534 8.03609 -1.13667 0.0017 -0.0230 0.0476 0.284
H -1.94937 -4.64801 0.17552 -0.0241 0.0598 0.0311 0.248
H 1.99653 -2.78809 -0.10475 -0.1033 0.0464 -0.1410 0.312
H -0.37613 4.62384 -1.06361 0.0863 -0.0132 -0.0373 0.255
H -0.25480 -2.05933 0.24614 -0.0924 -0.1220 0.1550 -0.286
H -3.75425 5.81808 -0.12395 0.0311 0.0861 -0.0442 0.435
C 0.63912 -0.21889 0.71270 -0.2530 0.2661 -0.1107 0.893
```
Positions in Å, forces in eV/Å.

As for the energy: -70583.117 eV. The value obtained for the highest occupied orbital energy is -8.63 eV. The calculation puts the strongest force on any atom at 1.7 eV/Å.

3.
# C15H37IN6OP

A cluster of 2 separate species, C15H37IN6OP in total at a distorted geometry (the ωB97M-V functional and the def2-TZVPD basis, the Open Molecules 2025 dataset).

The geometry in XYZ format:
```
61
Properties=species:S:1:pos:R:3:forces:R:3:mulliken_charge:R:1
H 1.77064 2.75713 -1.55486 -0.0165 -0.0955 0.0372 0.231
P 1.31508 0.12556 -2.53943 6.0725 -0.9363 -0.7793 0.394
N 0.76237 -0.06287 -4.11471 -1.8801 1.1562 0.5885 0.149
H 3.14907 3.26566 -2.50265 0.0411 -0.1160 -0.1520 0.359
H 1.46282 2.97524 3.55935 -0.0521 -0.0018 0.1145 0.395
H 3.93998 -1.24292 -3.23911 -0.1501 0.1115 0.0384 0.193
O 1.19546 0.49380 -1.08149 -3.4707 -0.0550 -0.5313 -0.644
H 4.03410 2.05650 -4.14263 -0.0872 0.0574 0.0679 0.407
N 1.99635 -1.44374 -2.39405 -0.2856 -0.0315 0.1997 0.176
C 0.26205 1.15151 -4.77625 -0.0663 0.1193 -0.0178 -0.966
C 3.65584 1.11569 -3.73607 -0.2002 -0.0347 -0.7245 -1.171
H -0.45323 0.90777 -5.56218 -0.0378 -0.1683 0.0971 0.367
H -4.98664 -0.73823 5.49406 -0.1826 0.0816 0.1503 0.354
C 2.68999 2.40493 -2.01191 0.0126 0.0233 0.2196 -0.931
H -1.76829 0.04100 0.51020 -0.0164 0.0277 -0.0851 0.233
H 0.35634 -1.07879 -5.89814 -0.0570 0.2041 0.0737 0.371
H 0.35894 -0.42425 4.65441 0.0592 0.4110 -0.1558 0.375
H 2.04741 -1.12525 -5.42023 0.0425 -0.0287 0.0920 0.241
C 0.16688 -0.81565 3.66417 -0.9817 -0.4686 -0.4521 -0.577
H -4.55486 1.12634 2.10858 -0.0145 -0.0224 -0.1077 0.256
N -3.39528 -1.14898 3.69129 0.0824 1.6760 -0.2824 -0.574
H -4.51071 -0.40318 1.26376 -0.0728 -0.1482 0.0407 0.308
C 1.09123 -2.46568 -1.89396 -0.3154 0.2724 0.0894 -0.812
H 2.57685 1.64392 3.51522 -0.0317 -0.2177 0.2088 0.355
C 0.76457 1.34166 2.36522 0.9674 0.5958 0.3850 -0.120
H -5.69374 0.70793 4.66177 -0.1152 -0.0252 0.2091 0.332
H 0.58739 -2.12666 -0.98239 -0.0064 0.0125 -0.0367 -0.086
H -0.74376 -2.53674 2.94384 -0.3693 -0.4716 0.3993 0.238
H -2.37018 -1.65149 1.91939 -0.1795 0.9220 -0.7134 0.494
N -1.98407 0.77433 1.17218 -0.2217 0.7793 0.6444 -0.189
N 2.43159 1.35185 -2.99336 0.0257 0.3901 0.8910 0.220
H 1.07665 1.72389 -5.22535 0.0274 -0.0223 0.0139 0.317
H 1.62828 -3.38024 -1.64487 0.1228 0.0605 -0.0364 0.433
H 1.01139 -1.34856 3.23467 0.3850 0.0846 0.6366 0.411
I -2.16179 1.98999 3.88369 -0.0801 -0.2058 0.0246 0.244
C 3.24257 -1.99041 -2.88169 0.2205 -0.1824 -0.3636 -0.866
H 0.25611 2.17573 1.88998 -0.5017 -0.3445 -0.0883 0.263
H 1.48960 0.98547 1.63469 -0.1070 -0.0475 -0.0863 0.323
C -4.91249 0.09224 2.14312 0.2472 0.7307 0.2669 -1.164
C -2.25161 -0.98885 2.78000 0.8497 -1.8507 3.0008 0.451
H -5.99769 0.17039 2.11765 -0.0200 -0.2620 -0.1233 0.415
C 1.02393 -1.14999 -5.03931 -0.2536 -0.6990 0.1885 -0.800
H 3.09717 -2.70765 -3.70175 -0.0476 0.0357 -0.0119 0.371
H -1.40241 -2.08481 4.55571 -0.1984 -0.0077 -0.0574 0.435
C -1.67961 0.42517 2.52663 -0.3521 -0.5058 -1.9121 -1.228
H -6.34871 -0.90937 4.32618 -0.1510 0.1125 0.2761 0.335
H -1.62888 1.67447 0.88047 0.0106 -0.0395 -0.1559 0.312
C -5.44782 -0.35252 4.59179 0.3066 -0.4501 -0.8601 -1.260
H 0.81764 -2.12526 -4.60209 0.2260 0.0192 0.0866 0.226
H 3.49913 0.46925 -4.60056 -0.0555 -0.1551 0.1123 0.242
C 1.51945 1.88809 3.58887 -0.0490 0.2041 -0.2925 -1.306
H 0.31335 -2.72554 -2.62663 0.0001 -0.1319 0.0732 0.286
C -1.08737 -1.72417 3.58611 0.9172 0.1978 -1.1152 -0.922
H 1.12196 1.57385 4.54902 -0.0029 -0.0486 -0.0025 0.315
H 4.44635 0.69758 -3.10308 0.0119 0.0069 -0.0282 0.350
H -0.01523 -0.37185 1.76769 -0.1810 0.1496 -0.1650 0.174
H -0.25245 1.79782 -4.06653 0.0771 0.0407 0.0301 0.299
N -0.16492 0.19314 2.60741 0.5748 -0.2434 -0.2127 0.527
H 3.75762 -2.53455 -2.08281 -0.0868 0.0468 0.0672 0.333
H 3.36846 2.06656 -1.21831 -0.0246 0.0595 0.0385 0.299
C -4.47285 -0.50622 3.44923 -0.3580 -0.5708 0.1875 0.804
```
Positions in Å, forces in eV/Å.

As for the energy: -44525.141 eV. The total charge is +1. The value obtained for the highest occupied orbital energy is -10.70 eV. The calculation puts the strongest force on any atom at 6.2 eV/Å.

Which of these has the lowest strongest force on any atom? C15H37ClN5O7PS

Among the records above, which one has the highest highest occupied orbital energy? C15H37BrIN3O7P2

Which of these has the highest strongest force on any atom? C15H37BrIN3O7P2

The lowest energy belongs to which entry? C15H37BrIN3O7P2